Molecular formula: C40H94N9OS
Method: DFT, wB97M-V/def2-TZVPD

Net charge: +1
Frontier orbital gap: 6.34 eV
2S+1: 1
Energy above the lowest of the compared OMol25 structures with the same formula, charge and spin: 6.344 eV

```
145
Properties=species:S:1:pos:R:3:forces:R:3:lowdin_charge:R:1
C 6.14426 -5.57681 0.26226 0.1 1.1 0.3 -0.116
C 5.60722 -4.14947 -0.42294 0.9 -0.6 0.9 -0.366
C 6.73301 -3.01952 -0.04063 -0.2 -0.1 1.2 -0.124
C 5.34963 -4.35779 -2.02948 -0.3 0.3 -0.2 -0.278
C 6.00570 -3.20113 -2.99135 0.4 -0.9 -0.3 -0.100
C 3.71200 -4.43394 -2.34239 1.0 -2.0 1.7 -0.109
O 3.24597 -3.36786 -3.24576 -0.2 0.2 0.8 -0.088
N 2.27194 -2.62090 -2.66405 -5.0 -0.8 -0.5 -0.113
N 2.45330 -1.45516 -1.88453 -5.0 1.4 1.4 0.140
C 1.06378 -1.00506 -1.49143 -1.9 -2.3 -1.9 -0.077
C 0.51282 0.23680 -0.57442 0.8 -0.3 0.3 -0.123
C 1.63102 1.37534 -0.19906 -1.1 0.9 1.0 -0.242
C 1.68179 1.44809 1.46350 -0.4 -1.6 -0.1 -0.585
S 2.76859 2.84307 2.11364 0.3 -1.3 0.3 0.603
N -0.06139 -1.85502 -2.04321 9.0 -0.1 -0.2 0.151
C 0.79108 -2.90767 -2.77572 -1.1 2.7 1.8 -0.125
N 0.07785 -3.90693 -3.39007 2.3 0.1 -0.2 0.041
C -1.43193 -3.99610 -3.41981 -2.0 -0.4 -0.9 -0.172
C -2.10684 -4.81243 -2.16855 -0.3 0.2 0.3 -0.184
C -1.16025 -4.95354 -0.83728 -1.7 -0.8 1.0 -0.214
C -2.20491 -5.15234 0.45372 0.4 0.6 0.9 -0.191
C -1.42002 -4.63159 1.83564 0.7 -0.8 -1.3 -0.293
N -1.71076 -5.49543 3.04521 1.4 0.5 0.4 -0.068
H 5.53087 -6.48949 -0.14023 1.3 1.7 0.9 0.082
H 6.02141 -5.44327 1.44019 0.2 -0.6 -2.6 0.094
H 7.31026 -5.68743 0.06070 -2.6 0.0 0.2 0.100
H 4.62188 -3.87124 0.17859 1.9 -0.5 -1.5 0.128
H 7.66199 -2.98163 -0.75534 -2.0 0.0 1.3 0.083
H 6.22300 -1.95954 0.11955 1.3 -2.1 -0.7 0.084
H 7.16067 -3.31747 1.03210 -0.9 0.7 -2.3 0.092
H 5.83247 -5.40060 -2.32528 -1.1 2.2 0.5 0.147
H 5.80183 -3.50278 -4.12207 0.3 0.9 2.4 0.102
H 5.54735 -2.14774 -2.74413 1.1 -2.0 -0.6 0.083
H 7.19203 -3.22071 -2.88109 -2.7 0.3 -0.1 0.098
H 3.10069 -4.31389 -1.32921 1.3 -0.5 -2.2 0.141
H 3.52322 -5.50346 -2.83540 0.0 2.6 0.9 0.148
H 3.34354 -0.97253 -1.61787 -1.1 -1.1 -0.7 0.176
H -0.42466 0.73614 -1.09136 2.0 -1.4 0.7 0.122
H 0.12540 -0.24661 0.44594 0.8 0.8 -2.3 0.136
H 1.18011 2.42785 -0.53268 1.3 -2.3 0.5 0.119
H 2.68130 1.22179 -0.69161 -2.0 0.3 1.1 0.107
H 2.05489 0.40835 1.90404 -0.7 2.2 -1.0 0.094
H 0.56832 1.56804 1.87598 2.5 0.0 -1.0 0.096
H 3.76924 2.17253 2.86496 -1.4 0.4 -1.0 -0.116
H 0.60841 -4.67366 -3.90175 -0.9 1.6 1.0 0.179
H -1.95807 -2.94416 -3.53718 1.6 -2.1 0.4 0.136
H -1.72391 -4.60004 -4.40712 1.0 1.4 2.1 0.143
H -2.48303 -5.87749 -2.53731 1.0 2.2 0.8 0.128
H -3.09845 -4.23248 -1.84821 2.3 -1.2 -0.8 0.121
H -0.52341 -4.00734 -0.57454 -1.1 -1.8 -0.9 0.086
H -0.51850 -5.94968 -0.86184 -1.0 2.3 -0.1 0.123
H -3.16717 -4.47632 0.35651 1.9 -1.4 -0.1 0.102
H -2.56395 -6.25843 0.58567 0.8 2.1 -0.3 0.117
H -1.71338 -3.50308 1.98699 0.7 -2.3 0.0 0.115
H -0.26808 -4.75812 1.59976 -2.1 0.8 0.3 0.102
H -1.17562 -6.41251 2.97787 -1.0 1.6 -0.2 0.082
H -1.27138 -5.03203 3.89689 -0.9 -0.7 -1.4 0.075
C -2.42599 2.50334 -2.77616 0.0 -0.1 0.0 -0.097
C -3.31058 3.72867 -2.57184 0.1 0.0 0.3 -0.268
N -3.58172 4.03721 -1.16573 -0.2 0.0 0.2 -0.188
C -4.65001 5.02501 -0.98407 -0.2 -0.2 -0.1 -0.248
C -4.40539 6.43522 -1.51007 0.0 0.3 0.0 -0.090
C -2.41235 4.21705 -0.30282 0.0 -0.3 -0.1 -0.250
C -1.40600 5.29571 -0.68922 0.2 0.3 0.1 -0.086
H -2.84286 1.62534 -2.27175 0.0 0.1 0.0 0.079
H -2.35206 2.27157 -3.84504 0.0 0.1 0.1 0.067
H -1.40933 2.66695 -2.41004 0.0 0.0 0.0 0.049
H -4.25994 3.52292 -3.07992 0.0 0.2 0.2 0.116
H -2.85926 4.58086 -3.09168 0.1 0.1 -0.2 0.098
H -4.91132 5.08652 0.08019 0.2 -0.1 -0.1 0.114
H -5.55517 4.63793 -1.46960 0.2 -0.1 0.0 0.111
H -3.71280 6.98972 -0.87239 0.0 0.0 -0.1 0.057
H -5.34656 6.99428 -1.51523 0.1 -0.1 0.0 0.075
H -4.02044 6.43975 -2.53384 0.0 0.0 0.1 0.068
H -1.87801 3.26069 -0.24693 -0.1 0.0 -0.1 0.086
H -2.74289 4.39692 0.72826 -0.2 0.0 -0.3 0.118
H -1.16338 5.28437 -1.75490 -0.1 0.0 0.0 0.070
H -0.47019 5.13619 -0.14268 -0.1 0.0 0.0 0.067
H -1.76142 6.29335 -0.42283 0.1 -0.1 -0.2 0.059
C -4.54547 -2.27727 3.19994 -0.1 0.0 0.0 -0.091
C -4.12026 -2.78613 4.57323 -0.2 0.2 0.1 -0.272
N -4.31601 -1.81541 5.65269 0.3 0.2 0.2 -0.192
C -3.64883 -2.19471 6.90208 0.2 0.1 -0.2 -0.254
C -4.13282 -3.45759 7.60643 -0.1 -0.2 0.3 -0.092
C -5.66982 -1.27878 5.80633 0.0 0.2 -0.4 -0.250
C -6.80238 -2.27150 6.04587 -0.3 -0.1 0.2 -0.088
H -4.04467 -1.33499 2.95419 -0.1 0.0 0.1 0.078
H -4.27510 -3.01040 2.43111 0.0 0.0 0.2 0.054
H -5.62595 -2.12588 3.13616 0.1 0.0 0.0 0.067
H -3.05391 -3.03102 4.50465 0.0 0.1 0.3 0.100
H -4.64181 -3.72747 4.77822 0.0 -0.2 -0.1 0.100
H -3.69719 -1.35661 7.60915 -0.2 0.0 -0.2 0.113
H -2.57871 -2.31738 6.69071 -0.1 0.0 -0.2 0.105
H -5.09185 -3.29945 8.10548 0.1 -0.1 -0.1 0.057
H -3.41602 -3.74336 8.38290 0.0 0.0 -0.1 0.072
H -4.22767 -4.30755 6.92462 0.0 0.1 0.0 0.069
H -5.91251 -0.69974 4.90683 0.1 -0.1 0.0 0.101
H -5.67855 -0.53345 6.61201 0.3 -0.2 0.0 0.116
H -6.75031 -3.13922 5.38328 0.0 0.1 0.0 0.069
H -7.76436 -1.78107 5.86166 0.1 0.0 0.0 0.075
H -6.81949 -2.62250 7.07983 0.0 -0.1 -0.2 0.056
C 5.44091 5.48535 4.97480 0.0 0.1 0.0 -0.089
C 5.76948 4.28723 5.85924 0.1 0.0 -0.2 -0.271
N 6.65040 3.30428 5.22390 -0.1 -0.4 -0.1 -0.196
C 6.72861 2.03640 5.95624 -0.2 0.0 -0.1 -0.260
C 7.34350 2.06297 7.35138 0.2 -0.1 0.3 -0.091
C 7.92646 3.80962 4.71333 -0.2 0.2 -0.2 -0.253
C 8.86087 4.50054 5.70078 0.4 0.1 0.1 -0.088
H 5.01908 5.16607 4.01605 0.1 0.0 0.1 0.069
H 4.69952 6.12230 5.47111 0.1 -0.1 0.0 0.077
H 6.32051 6.10432 4.78093 -0.1 0.0 0.0 0.066
H 4.81684 3.80386 6.10544 0.2 -0.2 0.0 0.116
H 6.18638 4.65011 6.80511 0.0 0.1 0.1 0.098
H 7.26671 1.29782 5.34824 0.0 0.3 -0.1 0.109
H 5.71141 1.63358 6.04533 0.0 0.2 -0.1 0.104
H 8.43039 2.16738 7.31186 -0.1 0.1 0.1 0.057
H 7.13535 1.11791 7.86314 0.0 0.1 0.0 0.072
H 6.93607 2.86483 7.97374 0.0 -0.1 -0.1 0.070
H 7.71461 4.51361 3.89921 -0.1 -0.1 0.1 0.101
H 8.47307 2.99379 4.22306 -0.3 -0.1 0.2 0.114
H 8.33997 5.20920 6.34974 0.0 -0.1 -0.1 0.070
H 9.62230 5.06454 5.15122 -0.1 -0.1 0.1 0.075
H 9.39163 3.77968 6.32624 -0.1 0.1 0.0 0.056
C -4.86069 4.02332 -6.81216 0.0 0.1 -0.1 -0.087
C -4.23607 2.63449 -6.89381 -0.2 0.0 -0.2 -0.277
N -4.80545 1.78845 -7.94542 -0.1 -0.4 0.1 -0.189
C -4.41135 0.38051 -7.83425 -0.3 0.1 0.2 -0.253
C -2.93455 0.04405 -8.01052 0.3 -0.2 -0.2 -0.097
C -4.78448 2.33688 -9.30305 -0.3 0.3 0.1 -0.247
C -3.43143 2.72601 -9.88905 0.2 0.0 -0.3 -0.089
H -5.94813 3.96250 -6.69877 0.1 0.0 -0.1 0.083
H -4.46305 4.55988 -5.94287 0.0 -0.1 -0.1 0.065
H -4.63448 4.62630 -7.69515 -0.1 0.0 0.1 0.067
H -4.40232 2.15422 -5.92248 0.0 -0.2 -0.2 0.108
H -3.15145 2.74092 -7.00526 0.2 0.1 0.1 0.094
H -4.99611 -0.21800 -8.54457 0.0 0.3 0.0 0.113
H -4.72234 0.01894 -6.84560 0.0 0.2 0.0 0.106
H -2.62955 0.10091 -9.05816 0.0 0.1 0.2 0.057
H -2.74993 -0.98410 -7.68313 0.0 0.0 0.0 0.066
H -2.28317 0.69406 -7.41934 -0.1 0.0 -0.1 0.064
H -5.42950 3.22389 -9.32378 0.1 -0.1 0.2 0.103
H -5.27646 1.63502 -9.98866 0.1 -0.1 0.3 0.117
H -2.81098 3.28491 -9.18381 -0.1 0.0 0.0 0.068
H -3.58214 3.36610 -10.76509 0.0 -0.1 0.1 0.076
H -2.87228 1.85171 -10.22893 0.0 0.1 0.1 0.054
```
Forces are in eV/Å.